Record 1
42
Properties=species:S:1:pos:R:3 method="wB97M-V/def2-TZVPD" multiplicity=4 total_charge=+2 molar_mass_g_mol=689.8 e_lumo_ev="-7.83 / -7.73" s2=3.75
P 2.82886 0.32244 -1.09200
C 1.20112 -1.18659 3.43698
H 3.13021 2.70205 -1.15526
H 3.69856 -0.67407 1.00477
C 1.16180 -1.73206 2.16422
C -3.74727 0.31560 -2.69272
H -3.11078 2.71873 -1.18062
P -2.82222 0.33731 -1.11219
H 3.60929 -1.84629 -0.30104
Cl -0.00288 1.49956 1.26784
H 4.51949 1.94806 -0.30943
H 2.12829 -1.06893 4.00077
H -4.83494 0.35534 -2.50456
H -4.93397 -0.64243 -0.32972
C 3.86550 -0.80744 -0.07150
H 3.51141 -0.60154 -3.23712
Nd -0.00133 -0.36805 -0.44649
H 2.93780 2.15158 0.52505
C -1.18628 -1.71718 2.16610
H 2.06739 -2.12956 1.71528
H -3.41974 1.19582 -3.26209
H -4.51118 1.97234 -0.34625
H 4.93139 -0.66738 -0.29906
H -2.15098 -1.04166 4.00809
H -2.93577 2.16900 0.50179
I 0.01051 1.26603 -6.38033
H -2.10662 -2.10882 1.71384
N -0.00974 -1.75817 1.45258
C 3.42440 1.93255 -0.43090
C -3.41513 1.95139 -0.45816
N 0.00428 0.88141 6.01964
C 0.00014 0.08908 5.16129
C -0.00512 -0.83470 4.05073
H -3.49458 -0.58944 -3.25873
C 3.76344 0.30106 -2.66708
C -1.21419 -1.17174 3.43754
I 0.01143 -1.42442 -5.94872
H 4.85030 0.33732 -2.47353
C -3.87003 -0.78542 -0.09480
H -3.61563 -1.82571 -0.32009
H -3.70907 -0.64865 0.98205
H 3.44179 1.18355 -3.23617



Record 2
23
Properties=species:S:1:pos:R:3 method="wB97M-V/def2-TZVPD" total_charge=0 e_above_lowest_ev=0.000 molar_mass_g_mol=232.1 e_lumo_ev=0.63
H 1.55282 0.24264 1.84056
N 1.67155 -3.04667 -0.81654
H 1.32177 3.19344 0.07982
N -3.18558 -0.03401 -0.53335
H -3.56412 -0.82423 -1.08546
H -3.33978 0.80002 -1.11915
H -2.18930 0.20023 1.95155
N -0.99974 -1.67676 -0.87026
H 1.75235 -3.82395 -0.17038
P 0.89697 -1.69400 -0.17117
H 2.14790 1.66982 1.38533
H 1.63290 -0.33677 -1.87915
P -1.62373 -0.44099 -0.06938
H 1.00414 2.67820 -1.57057
O 1.09359 -1.62470 1.26476
P 0.74310 1.06201 -0.10593
N 1.56764 -0.19814 -0.85286
N -0.79751 1.04499 -0.25496
H -1.17053 -1.06221 2.14450
H 1.55898 -3.17131 -1.78854
N -1.94832 -0.69563 1.55927
N 1.30688 1.16540 1.50268
N 1.44285 2.46710 -0.71453



Record 3
38
Properties=species:S:1:pos:R:3 method="wB97M-V/def2-TZVPD" multiplicity=2 total_charge=+1 e_above_lowest_ev=0.094 molar_mass_g_mol=879.2 e_lumo_ev="-4.32 / -5.29" s2=0.76
C 0.95072 -0.02066 2.77927
Se 3.15020 2.17360 0.80353
C -1.59738 -0.17954 3.74396
C -1.14651 -3.38084 0.98266
H 1.11541 -4.25880 -1.47217
C -2.68769 -0.38769 -0.93153
Br -0.85097 -0.27499 6.47226
H -1.74244 -4.27963 0.81969
H -2.61012 -0.27184 4.10720
C 0.75981 -0.08595 4.14434
H -4.13488 0.05138 2.56853
Se -0.37100 2.60272 -0.22680
C -0.53337 -0.16636 4.63317
H -2.22621 -0.50967 -1.90292
C -3.73630 -0.07496 1.57292
C -0.25274 -3.10263 -0.22294
H -4.69986 -0.41426 -1.65700
H 1.61383 -0.07851 4.80547
H -0.18112 -5.21436 -0.74988
C -4.58727 -0.16901 0.48215
N -1.86273 -0.29426 0.11270
Se 1.22810 3.71523 0.81671
Br -6.43796 -0.06453 0.73002
H 1.28256 -2.19742 0.96906
C 0.77315 -1.99448 0.01836
Se 2.45116 0.61118 -0.63006
C -4.05974 -0.33738 -0.79063
Ir 0.20216 0.01671 -0.00398
C -2.37478 -0.15014 1.34753
H -1.84204 -2.57444 1.20536
H 1.17282 -4.66996 0.24406
H 1.93557 0.04509 2.34261
H 1.54907 -2.05842 -0.75261
H -0.53264 -3.55255 1.87221
N -0.07597 -0.01499 1.91991
H -0.87541 -2.84643 -1.08949
C -1.34343 -0.10000 2.38983
C 0.50812 -4.38690 -0.57569